# 1
# C33H41N7PtS2Te

A structure of composition C33H41N7PtS2Te in a non-equilibrium geometry (ωB97M-V with the def2-TZVPD basis set, the OMol25 dataset).

Structure (XYZ):
```
85
Properties=species:S:1:pos:R:3:forces:R:3:mulliken_charge:R:1
Pt -0.2669 0.3671 -0.1577 0.35 -1.32 -0.24 -0.514
C -1.4577 -6.4301 -0.9896 0.05 0.12 0.06 -1.529
C -0.8798 -5.1190 -0.5108 0.12 -0.12 -0.02 0.247
C 0.5006 -4.9171 -0.4076 -0.05 0.04 0.04 -1.015
C 1.0189 -3.6912 -0.0456 0.10 0.01 0.00 -0.121
C 0.1967 -2.5904 0.2610 0.52 0.12 0.02 0.114
N 0.6937 -1.3352 0.5271 0.10 -0.17 -0.04 -0.327
C 1.8565 -1.1580 1.2625 -0.45 -0.45 0.05 0.710
C 2.1161 -1.9273 2.4084 0.05 -0.09 0.07 -0.095
C 3.2347 -1.7286 3.1932 -0.09 -0.01 -0.05 -1.031
C 4.1404 -0.7064 2.9053 0.10 -0.10 0.10 0.439
C 5.3374 -0.4392 3.7876 -0.17 -0.02 -0.04 -1.506
C 3.8847 0.0676 1.7914 0.02 0.18 -0.06 -0.734
C 2.7923 -0.1760 0.9628 0.20 0.42 -0.13 -0.109
N 2.6897 0.5829 -0.2444 0.10 -0.13 0.08 0.472
C 3.7044 1.1483 -0.9315 0.13 0.02 -0.05 -0.033
C 3.1868 1.7309 -2.0627 0.01 -0.04 -0.06 -1.364
C 1.8178 1.4633 -2.0044 0.18 -0.16 -0.20 -0.066
N 1.5387 0.7605 -0.9155 0.09 1.14 -0.04 -0.156
C -1.1714 -2.8269 0.2233 -0.57 0.03 -0.01 0.442
C -1.6940 -4.0507 -0.1919 -0.22 0.12 0.00 -0.427
N -2.0975 -1.8241 0.6687 0.09 -0.10 -0.08 0.066
C -3.2854 -2.0636 1.2647 -0.04 -0.01 0.02 -0.515
C -3.9308 -0.8633 1.4435 -0.09 -0.02 -0.07 -1.200
C -3.0504 0.0925 0.9312 -0.17 -0.20 0.10 -0.182
N -1.9552 -0.4954 0.4688 -0.54 0.45 0.54 0.682
H -0.7677 -7.2532 -0.7970 -0.04 0.03 -0.01 0.382
H -1.6524 -6.4047 -2.0650 0.01 -0.01 0.03 0.290
H -2.4018 -6.6555 -0.4886 0.05 0.02 -0.03 0.359
H 1.1801 -5.7310 -0.6385 -0.03 0.03 -0.01 0.363
H 2.0920 -3.5440 -0.0064 -0.03 -0.03 0.00 0.538
H 1.3943 -2.6920 2.6715 0.05 0.00 0.00 0.552
H 3.3943 -2.3567 4.0636 -0.02 0.02 -0.04 0.373
H 5.6604 -1.3544 4.2853 0.01 0.03 -0.01 0.379
H 5.1003 0.2922 4.5642 0.00 -0.01 -0.02 0.290
H 6.1783 -0.0515 3.2115 -0.02 0.00 0.01 0.365
H 4.5445 0.8987 1.5702 -0.01 -0.04 -0.05 0.484
H 4.7224 1.0728 -0.5898 -0.08 -0.06 0.00 0.470
H 3.7223 2.2626 -2.8313 -0.04 -0.04 0.07 0.425
H 1.0283 1.7272 -2.6875 -0.01 -0.02 0.08 0.596
H -2.7709 -4.1623 -0.2723 0.05 0.02 0.01 0.445
H -3.5709 -3.0634 1.5423 0.04 0.01 -0.05 0.606
H -4.9014 -0.7010 1.8828 0.09 0.00 0.00 0.512
H -3.1419 1.1637 0.8919 0.06 -0.04 0.08 0.630
C -4.6094 -1.6276 -2.8767 0.08 0.05 0.00 -0.798
C -5.7484 -0.6837 -3.2605 0.02 0.01 0.09 -0.895
C -5.9153 0.4952 -2.2839 0.12 -0.12 -0.06 0.300
C -5.4026 1.8345 -2.8032 0.13 -0.04 -0.03 -0.322
N -3.9776 1.8369 -3.1564 -0.09 -0.09 -0.01 -0.147
C -2.9876 1.8268 -2.2213 0.03 0.15 0.07 -0.084
S -1.6673 0.7898 -2.4430 0.05 -0.02 -0.13 -0.308
N -3.1004 2.6357 -1.1589 0.03 0.09 -0.02 1.069
C -3.6519 4.0043 -1.1714 -0.08 -0.19 0.04 -0.730
C -4.3276 4.4058 0.1379 -0.02 -0.12 0.07 -0.677
C -5.7577 3.9037 0.3647 0.10 -0.12 0.00 -0.657
C -5.8470 2.4477 0.8294 0.01 0.08 -0.04 -0.422
H -4.4721 -2.4112 -3.6259 -0.02 0.03 0.05 0.473
H -4.8271 -2.1106 -1.9188 0.02 0.03 -0.04 0.237
H -3.6591 -1.0939 -2.7681 -0.10 -0.07 -0.02 0.036
H -6.6790 -1.2537 -3.2915 0.00 0.01 -0.07 0.371
H -5.5900 -0.3021 -4.2757 -0.03 -0.02 0.00 0.331
H -5.3938 0.2621 -1.3490 -0.08 -0.02 0.00 -0.358
H -6.9712 0.6415 -2.0413 0.02 -0.02 0.07 0.511
H -5.5778 2.5916 -2.0484 -0.07 0.09 -0.01 -0.497
H -5.9537 2.1197 -3.6998 -0.03 0.06 -0.02 0.487
H -3.7466 1.2192 -3.9207 -0.01 -0.04 -0.03 0.473
H -2.3137 2.5321 -0.5132 0.06 0.07 0.03 -0.958
H -4.3276 4.1130 -2.0159 0.00 0.02 -0.04 0.663
H -2.8163 4.6817 -1.3443 0.14 0.03 -0.04 0.316
H -4.3332 5.4981 0.1588 0.02 0.00 0.02 0.435
H -3.6867 4.0782 0.9646 0.01 0.10 0.00 0.226
H -6.3394 4.0415 -0.5524 -0.02 0.03 0.00 0.245
H -6.2267 4.5371 1.1208 -0.04 0.02 -0.04 0.434
H -5.2279 1.7974 0.2116 -0.03 0.00 0.00 -0.396
H -6.8733 2.0748 0.7838 0.04 0.03 0.04 0.356
H -5.5006 2.3569 1.8626 0.03 -0.02 -0.06 0.371
Te -0.4115 2.6288 1.3445 -0.03 0.35 -0.06 -0.237
C 0.2774 4.2164 0.1303 0.03 0.21 0.12 0.389
C 0.7856 5.4004 0.5982 0.03 0.04 -0.04 -0.661
C 1.0918 6.3458 -0.4294 -0.04 -0.13 0.10 -0.345
C 0.8225 5.8646 -1.6732 -0.01 -0.02 -0.06 -0.760
S 0.1961 4.2680 -1.5884 -0.18 -0.01 0.03 0.071
H 0.9386 5.5831 1.6561 -0.04 0.02 -0.12 0.390
H 1.4872 7.3366 -0.2439 0.01 -0.08 0.00 0.378
H 0.9663 6.3419 -2.6330 0.00 -0.01 0.13 0.384
```
Positions in Å, forces in eV/Å.

Charge: 0
Energy above the lowest of the compared OMol25 structures with the same formula, charge and spin: 29.56 kcal/mol
Calculated total energy: -77527.837 eV

---

# 2
# C4H10N

The ion C4H10N with charge +1 in a non-equilibrium geometry (ωB97M-V with the def2-TZVPD basis set, the OMol25 dataset).

Structure (XYZ):
```
15
Properties=species:S:1:pos:R:3:forces:R:3:mulliken_charge:R:1
C 0.5115 -1.2541 0.0365 -1.61 2.19 2.96 -0.594
C -1.0770 -0.8468 0.1837 3.27 1.78 -1.01 -0.508
C -1.0347 0.6186 -0.4811 -0.92 -0.63 -0.39 -0.522
N 0.3851 1.2249 -0.2177 -1.07 -3.92 -2.18 -0.248
C 1.1554 0.0824 0.5676 -1.74 0.32 0.58 -0.562
H 0.7430 -2.1511 0.6196 0.17 0.47 0.03 0.361
H 0.9496 -1.3107 -0.8922 0.03 -0.83 -2.68 0.322
H -1.7773 -1.5282 -0.2683 -0.10 -0.04 -0.39 0.366
H -1.2942 -0.7421 1.2517 0.04 -0.11 -0.22 0.300
H -1.1960 0.6118 -1.5917 0.35 -0.20 1.07 0.304
H -1.8353 1.2374 -0.0763 0.42 0.28 0.16 0.341
H 0.8952 1.2509 -1.1611 -1.10 0.13 1.64 0.421
H 0.4929 2.1206 0.1716 -0.39 1.48 0.97 0.304
H 2.0332 0.5072 0.1852 2.65 -1.30 0.42 0.412
H 1.0486 0.1793 1.6727 0.01 0.40 -0.96 0.302
```
Positions in Å, forces in eV/Å.

Charge: +1
Energy above the lowest of the compared OMol25 structures with the same formula, charge and spin: 32.61 kcal/mol
Calculated total energy: -5792.444 eV
SMILES: C1CC[NH2+]C1

---

# 3
# C27H26AsN2OS2TeZn

A structure of composition C27H26AsN2OS2TeZn in a non-equilibrium geometry (ωB97M-V with the def2-TZVPD basis set, the OMol25 dataset).

Structure (XYZ):
```
61
Properties=species:S:1:pos:R:3:forces:R:3:mulliken_charge:R:1
Zn -0.9612 -1.1040 -0.5431 -1.11 -1.06 1.13 -0.004
S -1.9802 -0.8662 1.5379 0.00 -0.13 1.62 -0.335
C -1.7556 0.5750 2.5264 0.20 0.04 -0.92 0.528
C -2.1856 0.6697 3.8480 -0.04 0.11 0.07 -0.591
C -1.9658 1.8429 4.5559 0.03 -0.02 -0.09 -0.545
C -1.3215 2.9204 3.9586 -0.01 0.11 0.10 -0.737
C -0.8896 2.8332 2.6406 -0.05 -0.09 0.07 -0.440
C -1.1057 1.6644 1.9232 0.00 0.01 0.28 -0.540
As -0.5953 1.3121 0.0817 0.99 1.76 0.99 0.969
C -0.2579 3.1990 -0.3969 0.18 -0.19 -0.08 0.079
C -1.3722 3.9899 -0.6609 -0.01 0.02 -0.08 -0.233
C -1.2282 5.3295 -0.9911 -0.01 -0.01 0.04 -0.632
C 0.0381 5.8941 -1.0602 0.02 0.04 -0.01 -0.429
C 1.1540 5.1137 -0.7975 -0.07 0.01 0.01 -0.715
C 1.0070 3.7708 -0.4661 0.04 0.21 -0.01 -0.164
C 1.3216 0.7354 0.4329 -0.03 0.15 -0.24 0.470
C 1.7514 0.4283 1.7129 0.05 -0.09 0.08 -0.745
C 3.0643 0.0101 1.9417 0.03 0.00 -0.07 -0.692
C 3.9586 -0.0993 0.8881 -0.06 -0.14 0.05 -0.528
C 3.5483 0.2057 -0.4051 -0.07 -0.04 0.29 -0.813
C 2.2420 0.6105 -0.6314 0.87 1.27 1.36 0.300
H -2.6867 -0.1677 4.3172 0.01 -0.04 -0.05 0.451
H -2.2989 1.9194 5.5844 0.00 -0.01 0.01 0.345
H -1.1545 3.8303 4.5227 0.01 0.00 0.00 0.379
H -0.3853 3.6791 2.1888 0.02 -0.02 -0.05 0.391
H -2.3659 3.5578 -0.6065 0.01 -0.03 -0.01 0.408
H -2.1040 5.9341 -1.1935 0.00 -0.01 0.00 0.377
H 0.1537 6.9402 -1.3164 0.00 0.00 -0.01 0.356
H 2.1433 5.5524 -0.8459 0.01 -0.02 0.00 0.395
H 1.8954 3.1889 -0.2557 -0.06 -0.10 0.01 0.487
H 1.0754 0.4982 2.5567 -0.05 0.05 -0.04 0.316
H 3.3830 -0.2315 2.9480 -0.03 -0.01 0.01 0.379
H 4.9765 -0.4227 1.0732 0.00 -0.01 0.01 0.341
H 4.2426 0.1241 -1.2332 -0.01 0.06 -0.02 0.467
H 1.9387 0.8587 -1.6487 2.43 0.88 2.02 0.213
O -0.5391 -2.1428 -1.8958 0.62 1.32 -1.06 -1.010
C 0.4134 -0.9995 -4.2811 -0.20 0.23 -0.58 -1.027
Te 0.4326 0.1932 -2.4984 -2.87 -2.66 -5.64 0.712
C 1.6046 1.7269 -3.5456 0.20 0.24 0.02 -1.363
H 1.4372 -1.2518 -4.5655 -0.02 0.18 -0.02 0.267
H -0.1031 -0.4771 -5.0911 0.23 0.03 -0.05 0.323
H -0.1263 -1.9096 -4.0414 0.01 0.14 0.33 0.215
H 1.0477 2.0918 -4.4081 0.07 -0.09 -0.02 0.382
H 2.5778 1.3264 -3.8447 -0.08 0.03 -0.11 0.346
H 1.7725 2.5667 -2.8666 -0.03 0.02 -0.08 0.316
N -4.0644 -2.6384 0.5378 -0.45 -0.14 -0.19 -0.447
C -2.9932 -3.4646 0.3902 0.63 0.17 -0.69 0.626
N -1.8082 -3.0916 -0.0110 -1.51 -2.08 1.27 0.313
C -0.9694 -4.2159 -0.0629 0.18 0.13 -0.03 -0.348
C 0.3754 -4.2164 -0.4389 0.32 0.07 0.21 -0.349
C 1.0844 -5.4027 -0.4424 -0.22 -0.05 0.11 -0.863
C 0.4756 -6.6062 -0.0753 0.18 -0.09 -0.08 -0.333
C -0.8511 -6.6318 0.3004 -0.13 -0.03 0.05 -0.593
C -1.5563 -5.4332 0.3020 0.26 0.12 -0.09 0.743
S -3.2094 -5.1631 0.7183 -0.45 -0.31 0.19 -0.407
H -3.9872 -1.7360 0.0963 0.09 0.07 0.17 0.129
H -4.9797 -3.0539 0.4946 0.08 -0.07 -0.04 0.267
H 0.8420 -3.2850 -0.7251 -0.15 0.01 -0.14 0.514
H 2.1270 -5.3953 -0.7353 -0.01 0.00 0.01 0.377
H 1.0474 -7.5270 -0.0844 -0.02 0.01 0.00 0.345
H -1.3301 -7.5600 0.5871 -0.01 0.02 0.00 0.354
```
Positions in Å, forces in eV/Å.

Charge: -1
Energy above the lowest of the compared OMol25 structures with the same formula, charge and spin: 142.43 kcal/mol
Calculated total energy: -171665.717 eV

---

# 4
# C7H11N4O

The ion C7H11N4O with charge +1 in a non-equilibrium geometry (ωB97M-V with the def2-TZVPD basis set, the OMol25 dataset).

Structure (XYZ):
```
23
Properties=species:S:1:pos:R:3:forces:R:3:mulliken_charge:R:1
C -0.7101 2.2199 -0.5726 -0.08 -2.61 -2.77 -1.587
C -0.3098 0.8788 0.0293 -0.42 1.24 -1.29 0.963
N 0.8701 0.7555 0.5305 2.69 -0.05 0.89 -0.126
C 1.6807 -0.3824 1.0854 -2.16 -0.69 1.49 -1.025
C 2.2967 -1.1270 -0.0462 -0.72 -1.15 -0.66 0.769
N 3.1078 -0.3195 -0.7433 0.29 -1.14 -1.55 -0.368
O 1.9445 -2.2527 -0.3477 0.28 0.78 0.11 -0.566
C -1.2989 -0.1060 -0.1340 -0.87 -2.34 1.83 0.362
C -1.3951 -1.5112 0.1056 -1.93 2.33 -0.29 -0.346
C -2.7682 -1.7456 0.1825 -0.94 -1.09 -0.26 -0.614
N -3.5050 -0.6238 -0.0176 0.89 -1.04 1.04 -0.938
N -2.6125 0.2971 -0.1141 0.15 2.70 -0.98 0.555
H -0.9469 1.9642 -1.7248 0.74 0.83 2.51 0.373
H 0.0550 2.9361 -0.4885 0.70 1.07 0.11 0.401
H -1.6402 2.5120 -0.1629 -0.58 0.90 0.52 0.414
H 1.5608 1.5219 0.4812 -1.46 0.09 -0.35 0.326
H 1.0250 -1.1167 1.6324 0.66 1.01 -0.30 0.314
H 2.4466 0.0648 1.7419 -0.54 -0.19 -0.09 0.402
H 3.4844 -0.7365 -1.6047 0.25 0.66 0.73 0.287
H 3.5744 0.3713 -0.2067 0.84 0.58 -0.24 0.210
H -0.6412 -2.2064 0.1135 1.70 -1.45 0.14 0.583
H -3.3249 -2.6827 0.3831 0.72 0.72 -0.39 0.428
H -2.8931 1.2890 -0.1222 -0.19 -1.17 -0.20 0.185
```
Positions in Å, forces in eV/Å.

Charge: +1
Energy above the lowest of the compared OMol25 structures with the same formula, charge and spin: 34.94 kcal/mol
Calculated total energy: -15437.686 eV
SMILES: C/C(=[NH+]/CC(N)=O)c1ccn[nH]1

---

# 5
# C6H33NO12

A cluster of 13 separate species, C6H33NO12 in total in a non-equilibrium geometry (ωB97M-V with the def2-TZVPD basis set, the OMol25 dataset).

Structure (XYZ):
```
52
Properties=species:S:1:pos:R:3:forces:R:3:mulliken_charge:R:1
C 0.0859 -2.7973 -0.9884 0.77 -0.11 -0.20 -0.570
C 0.3312 -2.2001 -2.3665 -0.37 0.58 -2.18 -0.378
C -0.1016 -0.7671 -2.5026 -1.03 0.62 1.39 -0.042
C -0.5310 -0.0132 -1.4235 0.18 1.06 -0.17 0.360
N -0.4149 1.3218 -1.7203 -0.41 0.30 -0.30 0.392
C 0.0290 1.4724 -3.0388 -0.83 -1.40 1.00 -0.802
C 0.1068 0.1810 -3.5446 1.59 0.78 -0.43 -0.885
H 0.7653 -2.3633 -0.2551 -0.37 0.70 0.02 -0.033
H -0.9500 -2.7212 -0.6216 0.53 -0.08 -0.54 -0.236
H 0.4564 -3.8141 -0.9294 -0.60 -0.53 -0.29 0.512
H 1.3822 -2.1041 -2.6822 0.13 -0.75 0.72 0.435
H -0.0887 -2.7351 -3.2595 -0.03 -0.20 1.09 0.354
H -0.9782 -0.1513 -0.4472 0.36 -0.80 -0.18 0.245
H -0.9927 1.9641 -1.1594 0.76 0.27 -0.75 0.131
H 0.4737 2.3818 -3.4097 -0.62 0.18 -0.18 0.386
H 0.5598 0.0134 -4.5234 -0.16 -0.29 0.35 0.323
H -1.3021 -0.8166 2.8594 0.66 -1.38 0.34 0.450
H -0.4548 -0.8272 4.3703 -0.24 -1.17 -0.38 0.291
O -0.9453 -0.4197 3.6643 -0.28 2.39 0.15 -0.774
H -2.2243 -1.5291 0.5553 -0.35 0.59 -0.08 0.108
H -3.0570 -1.1084 1.8334 0.01 -0.17 -0.57 0.254
O -2.1891 -1.3829 1.5059 -0.05 0.44 0.59 -0.548
H -1.0990 -3.1535 1.7125 -0.40 -0.47 -0.18 0.348
H -2.0896 -3.6651 0.6650 -0.09 -0.07 0.05 0.349
O -1.5170 -3.9617 1.3714 0.49 -0.36 0.47 -0.620
H -1.8875 1.1868 2.5812 0.26 0.09 0.37 0.309
H -1.4459 2.5614 3.1191 0.19 -0.16 0.00 0.283
O -1.9296 2.1312 2.4083 -0.38 0.16 -0.51 -0.597
H 2.2589 0.9488 -2.3208 0.14 -0.22 -0.09 0.435
H 2.2420 -0.4555 -1.7675 0.20 -0.16 -0.12 0.072
O 2.8546 0.2218 -2.0817 -0.10 0.27 0.21 -0.656
H 2.7088 -2.1134 0.5913 0.25 -0.25 0.03 0.278
H 3.4916 -3.0571 -0.3862 -0.13 -0.02 0.24 0.279
O 3.2120 -2.1504 -0.2325 -0.09 0.36 -0.09 -0.596
H -2.2928 2.7077 0.3682 -0.03 0.25 0.43 0.308
H -2.0714 4.1910 0.0663 0.05 -0.02 0.06 0.312
O -2.2319 3.3433 -0.3577 0.04 -0.30 -0.24 -0.687
H 2.3462 2.6246 2.6890 0.05 0.04 -0.09 0.286
H 1.4726 3.6107 1.9500 0.00 -0.09 -0.11 0.356
O 1.5142 3.1003 2.7717 -0.09 0.05 0.06 -0.642
H 0.8814 3.4095 -0.6864 0.04 -0.14 0.12 0.311
H 2.3748 3.6362 -0.7214 0.02 -0.13 0.18 0.318
O 1.5547 4.0510 -0.4363 -0.14 0.37 -0.09 -0.661
H 2.3953 -0.2560 3.1923 0.57 -0.66 -0.39 0.354
H 0.9769 -0.3495 3.0551 -0.48 -0.71 -0.46 0.323
O 1.7578 -0.8833 2.8093 -0.04 1.33 0.66 -0.554
H -3.8602 -1.6062 -1.1632 -0.45 0.21 -0.55 0.269
H -3.9320 -0.0874 -1.6342 -0.14 -0.35 -0.17 0.271
O -3.5106 -0.7208 -1.0475 0.41 -0.03 0.74 -0.545
H 2.3308 0.6421 -0.0403 0.30 -0.39 -0.37 0.328
H 1.4329 1.1075 1.1173 -0.02 -0.04 -0.03 0.252
O 2.1014 1.4017 0.4913 -0.06 0.41 0.44 -0.457
```
Positions in Å, forces in eV/Å.

Charge: 0
Energy above the lowest of the compared OMol25 structures with the same formula, charge and spin: 73.70 kcal/mol
Calculated total energy: -32817.006 eV